Run 1
ORCA calculation (the ωB97M-V functional and the def2-TZVPD basis) on a 2-piece molecular cluster, C4H9NO2 overall.

Last column: natural (NBO) charge in e.
Positions of all 16 atoms, in Å:
C: -2.369 -0.663 -0.102  -0.6022
C: -0.834 -0.545 -0.118  -0.5262
C: -0.575 0.847 -0.625  0.4538
O: -0.202 1.792 0.032  -0.5595
H: -2.758 -0.413 0.887  0.2216
H: -2.712 -1.659 -0.385  0.2231
H: -2.813 0.048 -0.811  0.2071
H: -0.390 -0.688 0.872  0.2313
H: -0.385 -1.276 -0.802  0.2358
H: -0.846 0.977 -1.696  0.1126
N: 2.392 0.737 0.966  -0.8289
C: 2.296 -0.161 -0.043  0.5264
O: 2.824 -1.254 -0.091  -0.6097
H: 2.975 0.523 1.760  0.3982
H: 1.726 1.495 1.017  0.4206
H: 1.673 0.240 -0.863  0.0962

Values from the calculation:
- LUMO energy (Ha) = 0.0274
- SMILES = CCC=O.NC=O
- gap between HOMO and LUMO (Ha) = 0.3936
- 2S+1 = 1
- charge = 0

Run 2
ORCA calculation (the ωB97M-V functional and the def2-TZVPD basis) on one molecule with the formula C4H9NO2.

Last column: natural (NBO) charge in e.
Positions of all 16 atoms, in Å:
C: 2.431 -0.627 0.054  -0.4186
N: 1.603 -0.131 1.141  -0.6270
C: 0.335 -0.681 1.296  -0.2258
C: -0.729 0.168 0.064  0.7374
O: -0.229 1.217 -0.315  -0.6608
O: -1.957 -0.172 -0.349  -0.5123
C: -2.597 0.774 -1.225  -0.2633
H: 2.442 -1.722 0.060  0.1905
H: 3.448 -0.265 0.228  0.2053
H: 2.104 -0.274 -0.934  0.1838
H: 1.287 0.868 0.908  0.3937
H: -0.180 -0.376 2.209  0.2097
H: 0.358 -1.756 1.167  0.2005
H: -3.571 0.335 -1.437  0.1951
H: -2.025 0.907 -2.147  0.1963
H: -2.717 1.735 -0.719  0.1955

Values from the calculation:
- LUMO energy (Ha) = 0.0353
- SMILES = CNCC(=O)OC
- gap between HOMO and LUMO (Ha) = 0.3644
- 2S+1 = 1
- charge = 0

Run 3
ORCA calculation (the ωB97M-V functional and the def2-TZVPD basis) on one molecule with the formula C4H9NO2.

Last column: natural (NBO) charge in e.
Positions of all 16 atoms, in Å:
C: 0.500 1.632 -1.384  -0.6190
C: -0.158 0.586 -0.491  0.0232
O: -0.994 -0.309 -1.319  -0.7576
C: 0.859 -0.182 0.266  -0.4570
N: 0.457 -0.788 1.474  -0.4561
C: -0.628 -1.457 1.737  0.3656
O: -1.588 -1.696 0.863  -0.6728
H: 0.955 2.422 -0.776  0.2122
H: -0.227 2.088 -2.062  0.2188
H: 1.294 1.169 -1.982  0.2072
H: -0.925 1.079 0.133  0.1673
H: -0.338 -0.880 -1.753  0.4747
H: -1.409 -1.271 -0.030  0.5189
H: 1.833 0.280 0.369  0.1902
H: 1.133 -0.779 2.230  0.4103
H: -0.765 -1.893 2.723  0.1741

Values from the calculation:
- LUMO energy (Ha) = 0.0269
- gap between HOMO and LUMO (Ha) = 0.2712
- 2S+1 = 1
- charge = 0

Run 4
ORCA calculation (the ωB97M-V functional and the def2-TZVPD basis) on one molecule with the formula C4H9NO2.

Last column: natural (NBO) charge in e.
Positions of all 16 atoms, in Å:
N: 1.696 0.510 0.944  -0.8569
C: 1.238 -0.791 0.976  0.6820
O: 1.664 -1.612 1.766  -0.6003
C: 0.268 -1.197 -0.137  -0.5070
C: -1.124 -0.546 -0.230  -0.4193
C: -1.188 0.803 -0.928  -0.0639
O: -0.596 1.819 -0.117  -0.7379
H: 2.339 0.720 1.695  0.3884
H: 0.967 1.199 0.803  0.4046
H: 0.788 -1.049 -1.094  0.2171
H: 0.142 -2.272 0.002  0.2388
H: -1.762 -1.235 -0.798  0.2177
H: -1.586 -0.449 0.760  0.2164
H: -0.692 0.747 -1.908  0.1663
H: -2.234 1.084 -1.105  0.1767
H: 0.080 2.269 -0.629  0.4772

Values from the calculation:
- LUMO energy (Ha) = 0.0248
- SMILES = NC(=O)CCCO
- gap between HOMO and LUMO (Ha) = 0.3765
- 2S+1 = 1
- charge = 0

It turns out run 4 is the most stable, with the second structure 11.2 kcal/mol higher.

Run 1
ORCA calculation (the ωB97M-V functional and the def2-TZVPD basis) on one molecule with the formula C4H9NO2.

Last column: natural (NBO) charge in e.
Positions of all 16 atoms, in Å:
C: 1.527 1.031 1.286  -0.6536
C: 0.212 0.900 0.621  0.1089
O: -0.704 0.604 1.707  -0.7308
C: 0.171 -0.283 -0.499  -0.1825
N: 0.507 -1.516 0.265  -0.8592
C: -1.009 -0.340 -1.345  0.3892
O: -0.947 -0.403 -2.572  -0.4918
H: 1.682 2.115 1.606  0.2270
H: 2.403 0.519 0.777  0.2097
H: 1.393 0.421 2.153  0.2440
H: -0.132 1.864 0.078  0.1593
H: -1.556 1.035 1.492  0.4684
H: 1.197 -0.125 -1.019  0.2149
H: 1.504 -1.863 0.238  0.3933
H: -0.214 -2.158 0.330  0.3728
H: -2.023 -0.648 -0.961  0.1304

Values from the calculation:
- LUMO energy (Ha) = 0.0205
- SMILES = C[C@H](O)[C@@H](N)C=O
- gap between HOMO and LUMO (Ha) = 0.3507
- 2S+1 = 1
- charge = 0

Run 2
ORCA calculation (the ωB97M-V functional and the def2-TZVPD basis) on one molecule with the formula C4H9NO2.

Last column: natural (NBO) charge in e.
Positions of all 16 atoms, in Å:
H: 2.292 -0.002 2.482  0.3588
N: 1.386 -0.004 2.001  -0.7907
C: 1.659 0.004 0.754  0.8042
O: 2.918 0.014 0.319  -0.6779
O: 0.802 0.005 -0.276  -0.5277
C: -0.610 -0.004 0.017  0.0824
C: -1.215 1.254 -0.592  -0.6247
C: -1.202 -1.260 -0.608  -0.6247
H: 2.890 0.019 -0.651  0.4925
H: -0.816 -0.012 1.093  0.2218
H: -0.808 2.145 -0.100  0.2181
H: -2.304 1.267 -0.484  0.2157
H: -0.964 1.339 -1.655  0.2092
H: -0.786 -2.152 -0.128  0.2181
H: -0.950 -1.328 -1.672  0.2092
H: -2.291 -1.285 -0.501  0.2157

Values from the calculation:
- LUMO energy (Ha) = 0.0267
- SMILES = [H]/N=C(\O)OC(C)C
- gap between HOMO and LUMO (Ha) = 0.3874
- 2S+1 = 1
- charge = 0

It turns out run 2 is the most stable, with the second structure 50.5 kcal/mol higher.

Run 1
ORCA calculation (the ωB97M-V functional and the def2-TZVPD basis) on a 2-piece molecular cluster, C6H13N3 overall.

Last column: natural (NBO) charge in e.
Positions of all 22 atoms, in Å:
H: -0.185 2.760 -0.249  0.3587
N: 0.799 2.441 -0.201  -0.5838
C: 0.838 1.232 -0.661  0.2279
C: 2.129 0.484 -0.770  -0.6799
C: -0.486 0.654 -1.299  0.2724
C: -0.431 -0.388 -2.375  -0.6920
N: -1.586 1.242 -0.948  -0.6461
H: -2.394 0.781 -1.381  0.3403
H: 2.356 0.037 0.202  0.2462
H: 2.120 -0.311 -1.513  0.2189
H: 2.934 1.179 -1.025  0.2379
H: -0.194 0.095 -3.327  0.2347
H: 0.316 -1.153 -2.163  0.2383
H: -1.398 -0.893 -2.460  0.2224
H: -0.174 -2.618 1.391  0.3281
N: 0.106 -1.734 0.948  -0.6503
C: -0.267 -0.729 1.666  0.1503
C: -0.941 -0.840 2.994  -0.6895
H: -0.207 0.310 1.210  0.1896
H: -1.935 -0.389 2.923  0.2328
H: -0.361 -0.277 3.730  0.2322
H: -1.040 -1.882 3.308  0.2108

Values from the calculation:
- LUMO energy (Ha) = 0.0219
- SMILES = [H]/N=C(C)\C(C)=N\[H].[H]/N=C\C
- gap between HOMO and LUMO (Ha) = 0.3815
- 2S+1 = 1
- charge = 0

Run 2
ORCA calculation (the ωB97M-V functional and the def2-TZVPD basis) on one molecule with the formula C6H13N3.

Last column: natural (NBO) charge in e.
Positions of all 22 atoms, in Å:
C: -0.823 0.133 -2.195  -0.6313
C: -0.732 -1.026 -1.248  -0.3288
C: -0.713 -0.972 0.117  0.1851
N: -1.189 -2.014 0.917  -0.8181
C: -0.059 0.129 0.775  -0.2726
C: -0.713 0.786 1.962  -0.6308
C: 1.086 0.599 0.169  0.4293
N: 2.088 -0.221 -0.376  -0.8168
N: 1.534 1.906 0.338  -0.8170
H: -1.756 0.096 -2.763  0.2074
H: -0.795 1.078 -1.655  0.2157
H: -0.005 0.118 -2.923  0.1935
H: -0.961 -1.985 -1.710  0.1765
H: -1.503 -2.831 0.415  0.3751
H: -0.633 -2.230 1.731  0.3712
H: -0.030 0.863 2.814  0.2031
H: -1.058 1.795 1.726  0.1990
H: -1.590 0.217 2.263  0.2334
H: 2.572 0.207 -1.155  0.3650
H: 1.719 -1.118 -0.655  0.3974
H: 1.029 2.459 1.012  0.3871
H: 2.533 2.010 0.442  0.3768

Values from the calculation:
- LUMO energy (Ha) = 0.0356
- SMILES = C/C=C(/N)C(C)=C(N)N
- gap between HOMO and LUMO (Ha) = 0.2894
- 2S+1 = 1
- charge = 0

Run 3
ORCA calculation (the ωB97M-V functional and the def2-TZVPD basis) on a 3-piece molecular cluster, C6H13N3 overall.

Last column: natural (NBO) charge in e.
Positions of all 22 atoms, in Å:
C: -0.748 -2.311 0.823  -0.3174
C: 0.215 -0.569 -1.518  -0.4147
C: 0.501 -3.108 0.908  -0.6770
N: 0.170 -0.319 -0.091  -0.4744
C: -0.686 0.278 0.570  0.6876
C: 0.409 2.249 -0.409  0.2340
N: -0.378 2.848 -1.334  -0.8649
C: 1.124 2.806 0.566  -0.6153
N: -1.477 0.589 1.454  -0.7228
H: -0.435 2.460 -2.260  0.3866
H: -0.644 3.826 -1.248  0.3796
H: -1.511 1.579 1.687  0.4008
H: -1.210 -1.983 1.745  0.1827
H: -1.445 -2.514 0.018  0.1613
H: -0.585 -0.054 -2.053  0.1862
H: 1.176 -0.222 -1.897  0.2142
H: 0.129 -1.639 -1.715  0.2130
H: 1.567 2.212 1.353  0.2184
H: 1.330 3.879 0.583  0.1948
H: 1.223 -2.649 1.586  0.2144
H: 0.300 -4.118 1.299  0.2125
H: 0.975 -3.240 -0.067  0.2003

Values from the calculation:
- LUMO energy (alpha / beta) (Ha) = 0.0006 / 0.0324
- gap between HOMO and LUMO (alpha / beta) (Ha) = 0.2514 / 0.3166
- 2S+1 = 1
- charge = 0

Run 4
ORCA calculation (the ωB97M-V functional and the def2-TZVPD basis) on a 3-piece molecular cluster, C6H13N3 overall.

Last column: natural (NBO) charge in e.
Positions of all 22 atoms, in Å:
C: -2.500 1.027 0.368  -0.3276
C: 2.963 -0.485 0.787  -0.7297
C: -3.354 0.277 -0.584  -0.6857
N: -0.161 0.724 -0.247  -0.3164
C: -0.501 -0.308 0.357  0.6477
C: 1.932 -0.711 -0.260  0.0946
N: 0.374 1.856 0.347  -0.6256
C: 2.067 -1.361 -1.399  -0.5407
N: -0.910 -1.391 0.751  -0.6938
H: 0.884 2.347 -0.375  0.3690
H: 1.007 1.616 1.104  0.3502
H: -0.218 -2.137 0.680  0.3981
H: -2.247 2.054 0.146  0.1763
H: -2.557 0.784 1.423  0.1745
H: 3.162 0.583 0.935  0.2142
H: 2.649 -0.883 1.758  0.2223
H: 3.928 -0.955 0.530  0.2215
H: 1.260 -1.452 -2.122  0.2135
H: 3.009 -1.846 -1.684  0.1957
H: -3.004 0.388 -1.614  0.2091
H: -3.395 -0.785 -0.338  0.2186
H: -4.389 0.657 -0.562  0.2143

Values from the calculation:
- LUMO energy (alpha / beta) (Ha) = 0.0303 / 0.0010
- gap between HOMO and LUMO (alpha / beta) (Ha) = 0.3246 / 0.2503
- 2S+1 = 1
- charge = 0

It turns out run 2 is the most stable, with the second structure 13.5 kcal/mol higher.

Run 1
ORCA calculation (the ωB97M-V functional and the def2-TZVPD basis) on one molecule with the formula C6H13N3.

Last column: natural (NBO) charge in e.
Positions of all 22 atoms, in Å:
C: -2.615 0.697 -0.342  -0.3891
C: -2.643 -0.836 -0.097  -0.3791
C: -1.457 1.299 0.463  -0.2671
C: 3.082 0.557 -0.297  -0.5993
C: 1.637 -1.372 0.536  -0.6378
C: 1.749 -0.184 -0.413  -0.1006
N: -1.432 -1.430 -0.351  -0.1785
N: 0.693 0.781 -0.249  -0.1274
N: -0.329 0.436 0.346  -0.1071
H: -2.447 0.873 -1.406  0.2105
H: -3.563 1.150 -0.044  0.2177
H: -2.985 -1.028 0.941  0.1875
H: -3.397 -1.271 -0.773  0.2396
H: -1.238 2.316 0.113  0.2031
H: -1.727 1.317 1.524  0.2084
H: 3.224 0.917 0.719  0.2056
H: 3.901 -0.111 -0.548  0.2113
H: 3.096 1.406 -0.975  0.2176
H: 1.747 -1.034 1.565  0.2028
H: 2.408 -2.105 0.316  0.2091
H: 0.656 -1.829 0.416  0.2567
H: 1.638 -0.548 -1.445  0.2159

Values from the calculation:
- LUMO energy (alpha / beta) (Ha) = -0.0078 / 0.0010
- gap between HOMO and LUMO (alpha / beta) (Ha) = 0.2997 / 0.2961
- 2S+1 = 1
- charge = 0

Run 2
ORCA calculation (the ωB97M-V functional and the def2-TZVPD basis) on one molecule with the formula C6H13N3.

Last column: natural (NBO) charge in e.
Positions of all 22 atoms, in Å:
C: -0.096 2.360 -0.284  -0.4259
N: -0.825 1.482 0.598  -0.5538
C: -1.060 0.211 0.334  0.3144
C: -2.376 -0.338 0.841  -0.6674
C: -0.038 -0.677 -0.166  -0.3619
C: -0.397 -1.918 -0.939  -0.6108
C: 1.281 -0.274 0.089  0.4999
N: 2.284 -0.556 -0.790  -0.8003
N: 1.730 0.142 1.312  -0.8102
H: -0.719 3.224 -0.552  0.1920
H: 0.231 1.892 -1.223  0.1627
H: 0.785 2.764 0.231  0.1778
H: -2.348 -1.412 1.036  0.2005
H: -2.653 0.159 1.775  0.2382
H: -3.158 -0.118 0.107  0.2202
H: 0.234 -2.095 -1.815  0.1997
H: -0.332 -2.799 -0.289  0.2044
H: -1.415 -1.871 -1.334  0.2175
H: 2.006 -0.628 -1.759  0.3993
H: 3.146 -0.049 -0.628  0.3807
H: 2.728 0.208 1.466  0.3946
H: 0.993 0.293 1.992  0.4285

Values from the calculation:
- LUMO energy (Ha) = 0.0250
- SMILES = C/N=C(/C)C(C)=C(N)N
- gap between HOMO and LUMO (Ha) = 0.2750
- 2S+1 = 1
- charge = 0

It turns out run 2 is the most stable, with the second structure 77.9 kcal/mol higher.